No. 1
# C4H12

2 unconnected molecules or ions with the total composition C4H12 (the ωB97M-V functional and the def2-TZVPD basis, the OMol25 dataset).

- 2S+1 = 1
- max |F| (Eh/bohr) = 0.0111
- SMILES string = CC.CC
- ΔE to the lowest compared entry with this formula, charge and spin (kcal/mol) = 6.2

Structure (XYZ):
```
16
Properties=species:S:1:pos:R:3:forces:R:3
C 1.56620 -0.97093 0.29148 0.070 -0.489 0.282
C 3.06970 -0.68752 0.39227 -0.093 -0.264 -0.212
H 1.33885 -2.03868 0.23486 0.183 0.024 -0.321
H 1.04009 -0.66700 1.19170 -0.063 0.357 0.029
H 1.13049 -0.48282 -0.57073 -0.222 0.110 -0.045
H 3.63968 -1.59855 0.56441 0.015 -0.026 0.217
H 3.46007 -0.28135 -0.54099 -0.028 0.159 0.069
H 3.27228 0.00804 1.20061 0.191 0.110 -0.016
C -1.58779 0.64154 -0.36293 0.343 -0.303 -0.129
C -3.05318 1.05688 -0.27349 -0.061 -0.140 -0.550
H -1.09167 0.37715 0.57059 -0.292 0.375 0.266
H -1.45466 -0.25815 -0.95874 -0.150 -0.096 -0.229
H -0.98992 1.41235 -0.84045 0.114 0.102 -0.029
H -3.61142 0.64401 -1.11307 -0.041 -0.267 0.008
H -3.18596 2.12407 -0.41861 0.086 0.249 0.485
H -3.54278 0.72096 0.63308 -0.051 0.099 0.175
```
Positions in Å, forces in eV/Å.



No. 2
# C3HBr2O2

A gas-phase ion, C3HBr2O2 (charge -1) (the ωB97M-V functional and the def2-TZVPD basis, the OMol25 dataset).

- 2S+1 = 1
- max |F| (Eh/bohr) = 0.0597
- total charge = -1
- SMILES string = O=C([O-])/C(Br)=C/Br
- ΔE to the lowest compared entry with this formula, charge and spin (kcal/mol) = 1.8

Structure (XYZ):
```
8
Properties=species:S:1:pos:R:3:forces:R:3
O -1.63694 1.57464 0.70783 0.973 0.545 0.167
C -0.45152 1.41031 0.34500 -2.701 -1.442 -0.211
O 0.50827 2.13539 0.20891 1.244 0.441 0.056
C -0.30132 -0.14652 -0.11728 0.416 -0.083 -0.039
Br -1.90824 -1.02943 -0.64748 0.300 0.174 0.031
C 0.83792 -0.81258 -0.08732 1.758 -0.575 0.104
Br 1.10660 -2.73556 -0.65305 -0.222 1.408 0.480
H 1.84524 -0.39625 0.24337 -1.769 -0.468 -0.588
```
Positions in Å, forces in eV/Å.



No. 3
# C2H9N3O

2 unconnected molecules or ions with the total composition C2H9N3O (the ωB97M-V functional and the def2-TZVPD basis, the OMol25 dataset).

- 2S+1 = 1
- max |F| (Eh/bohr) = 0.0155
- SMILES string = [H]/N=C(\N)NC.O
- ΔE to the lowest compared entry with this formula, charge and spin (kcal/mol) = 7.7

Structure (XYZ):
```
15
Properties=species:S:1:pos:R:3:forces:R:3
H -0.90833 -0.56707 1.65131 0.201 0.197 0.214
N -0.37597 -0.46317 0.79542 -0.522 -0.600 -0.049
C 0.26197 0.62899 0.70749 0.238 0.374 -0.229
N 0.25021 1.70415 1.58818 -0.083 -0.055 0.081
N 1.09218 0.87978 -0.37496 -0.163 -0.196 0.013
C 1.11599 -0.10645 -1.44870 0.372 0.335 0.088
H 1.16919 2.10391 1.69908 -0.070 0.156 0.169
H -0.24245 1.54944 2.45665 0.159 0.000 -0.120
H 0.99141 1.82388 -0.71383 0.115 0.096 0.095
H 1.85317 0.23017 -2.17530 -0.163 0.092 -0.187
H 1.49288 -1.04646 -1.06865 -0.197 -0.245 0.158
H 0.13513 -0.23905 -1.90068 -0.010 -0.182 -0.102
O -2.12099 -2.16859 -1.08648 -0.164 0.085 0.216
H -1.92144 -1.57784 -0.34107 0.245 -0.065 -0.343
H -1.42227 -2.82657 -1.03972 0.043 0.010 -0.003
```
Positions in Å, forces in eV/Å.



No. 4
# C18H21N5O6S

2 unconnected molecules or ions with the total composition C18H21N5O6S (the ωB97M-V functional and the def2-TZVPD basis, the OMol25 dataset).

- 2S+1 = 1
- max |F| (Eh/bohr) = 0.0641
- E (eV) = -49579.6486
- SMILES string = O=C1NC(=O)C(=C/C=C/c2cccs2)C(=O)N1.CNC(=O)[C@H](CC(N)=O)NC(C)=O

Structure (XYZ):
```
51
Properties=species:S:1:pos:R:3:forces:R:3
O 2.03131 -1.83615 -6.96838 0.767 -0.207 -0.182
C 1.10394 -1.36823 -6.34916 2.401 -1.446 -1.737
N -0.00737 -1.00510 -7.02620 0.265 0.445 1.381
C -1.03028 -0.38422 -6.39123 -2.706 0.336 -1.838
O -1.97066 -0.06614 -7.09861 -0.445 0.645 0.082
C -1.06312 -0.27017 -4.94599 -0.620 0.010 0.406
C -2.26599 0.08119 -4.35521 1.222 -0.814 0.372
C -2.66871 -0.06070 -2.96028 -1.286 0.062 -0.600
C -4.02304 -0.21373 -2.75503 1.882 0.155 0.411
C -4.66526 -0.54064 -1.49577 -0.344 -0.040 -0.243
C -5.98378 -0.92468 -1.46117 -0.130 -0.200 1.388
C -6.43453 -1.24521 -0.12066 0.834 0.314 -0.549
C -5.43932 -1.08429 0.81016 -0.088 0.029 -0.702
S -3.92312 -0.54482 0.09728 -1.412 -0.372 -0.312
C 0.15776 -0.69842 -4.28063 0.458 0.740 2.441
O 0.37760 -0.52414 -3.09242 -0.544 -0.001 0.523
N 1.17803 -1.24416 -5.00027 -1.242 0.369 -0.525
H 0.02078 -0.99718 -8.03573 -0.016 -0.139 0.117
H -3.07024 0.36897 -5.03166 0.288 -0.169 -0.111
H -1.95024 -0.15365 -2.15070 -0.038 -0.006 -0.263
H -4.68560 -0.15842 -3.61544 0.012 0.045 0.119
H -6.62258 -0.99530 -2.33747 0.226 0.073 0.119
H -7.44293 -1.57391 0.11748 0.270 0.087 -0.004
H -5.56571 -1.26888 1.87279 0.361 0.158 -0.215
H 2.05811 -1.43402 -4.54161 -0.103 -0.044 -0.069
C 3.59613 3.89768 3.33235 -0.466 -0.358 -0.035
N 3.46714 2.44450 3.27214 0.955 -0.207 -0.008
C 2.30760 1.79248 3.13531 -1.174 0.472 -0.004
O 1.22300 2.37088 3.07581 0.339 -0.313 -0.057
C 2.37429 0.25240 3.12374 0.265 -0.289 -0.403
C 1.31948 -0.39426 2.20429 0.235 0.573 0.238
C 1.54079 -0.07528 0.73270 1.467 0.673 0.864
N 0.63015 -0.49098 -0.11773 -1.232 -0.510 -1.003
O 2.53220 0.50620 0.33078 0.548 0.284 0.359
N 2.21184 -0.27254 4.48119 -0.827 0.032 -0.966
C 3.17852 -0.21840 5.39618 1.390 0.183 0.892
C 2.82787 -0.69711 6.78473 0.017 -0.011 -0.127
O 4.30540 0.19469 5.15244 -0.130 0.046 -0.293
H 3.01845 4.28224 4.17468 0.022 0.091 -0.068
H 4.64321 4.17822 3.45523 -0.125 -0.205 -0.027
H 3.20871 4.33644 2.41119 0.017 0.054 0.090
H 4.29698 1.88318 3.40722 -0.165 0.056 0.046
H 3.36198 -0.03149 2.75372 -0.035 -0.095 0.149
H 0.32602 -0.04895 2.48828 -0.127 0.033 0.081
H 1.36000 -1.47626 2.31566 0.019 -0.137 0.126
H 0.79187 -0.30451 -1.10281 -0.285 -0.215 0.157
H -0.18465 -0.97199 0.20139 -0.281 -0.134 -0.152
H 1.29952 -0.58963 4.76115 -0.060 0.100 -0.004
H 3.71190 -0.62206 7.41700 -0.115 -0.001 -0.130
H 2.03641 -0.06974 7.19060 -0.120 -0.089 0.117
H 2.50017 -1.73370 6.73864 -0.146 -0.061 0.150
```
Positions in Å, forces in eV/Å.



Q: Which value of max |F| does entry 4 give?
A: 0.0641 Eh/bohr



What did the third record say?
# C2H9N3O

2 unconnected molecules or ions with the total composition C2H9N3O (the ωB97M-V functional and the def2-TZVPD basis, the OMol25 dataset).

- 2S+1 = 1
- max |F| (Eh/bohr) = 0.0155
- SMILES string = [H]/N=C(\N)NC.O
- ΔE to the lowest compared entry with this formula, charge and spin (kcal/mol) = 7.7

Structure (XYZ):
```
15
Properties=species:S:1:pos:R:3:forces:R:3
H -0.90833 -0.56707 1.65131 0.201 0.197 0.214
N -0.37597 -0.46317 0.79542 -0.522 -0.600 -0.049
C 0.26197 0.62899 0.70749 0.238 0.374 -0.229
N 0.25021 1.70415 1.58818 -0.083 -0.055 0.081
N 1.09218 0.87978 -0.37496 -0.163 -0.196 0.013
C 1.11599 -0.10645 -1.44870 0.372 0.335 0.088
H 1.16919 2.10391 1.69908 -0.070 0.156 0.169
H -0.24245 1.54944 2.45665 0.159 0.000 -0.120
H 0.99141 1.82388 -0.71383 0.115 0.096 0.095
H 1.85317 0.23017 -2.17530 -0.163 0.092 -0.187
H 1.49288 -1.04646 -1.06865 -0.197 -0.245 0.158
H 0.13513 -0.23905 -1.90068 -0.010 -0.182 -0.102
O -2.12099 -2.16859 -1.08648 -0.164 0.085 0.216
H -1.92144 -1.57784 -0.34107 0.245 -0.065 -0.343
H -1.42227 -2.82657 -1.03972 0.043 0.010 -0.003
```
Positions in Å, forces in eV/Å.